No. 1
{"formula": "C4H10N", "method": "ωB97M-V/def2-TZVPD", "elements": ["C", "C", "C", "C", "N", "H", "H", "H", "H", "H", "H", "H", "H", "H", "H"], "coordinates": [[-0.402, -0.136, -0.658], [-2.101, 0.176, -0.956], [1.837, -0.711, -0.163], [0.209, 0.607, 1.500], [0.545, -0.129, 0.282], [-2.357, -0.539, -1.619], [-0.053, -0.523, -1.661], [-2.605, 0.140, -0.022], [-2.059, 1.043, -1.566], [2.528, -0.706, 0.654], [1.826, -1.673, -0.594], [2.324, 0.016, -0.725], [1.128, 0.677, 2.220], [-0.181, 1.620, 1.232], [-0.640, 0.137, 2.079]], "atomic_forces_ev_per_a": [[-0.5, -0.9, -1.5], [5.2, 1.1, 3.0], [0.5, 1.2, 2.3], [0.7, 0.6, 2.7], [-4.0, -0.1, -3.3], [-0.7, -3.0, -1.8], [0.0, 0.2, 1.3], [-0.7, 0.5, 0.4], [-0.2, 1.4, 0.2], [0.0, -0.5, 1.1], [-0.7, -0.9, -0.5], [0.5, 1.1, -1.8], [-1.8, -0.1, -1.5], [0.8, -0.8, 0.2], [1.1, 0.0, -0.7]], "lowdin_charge": [0.083, 0.088, 0.019, -0.016, -0.151, 0.029, 0.145, 0.065, 0.075, 0.098, 0.101, 0.090, 0.140, 0.114, 0.119], "de_lowest_ev": 2.650, "smiles": "CC=[N+](C)C", "total_charge": 1, "total_energy_ha": -212.8230, "gap_ev": 11.387}


No. 2
{"formula": "C5H9F", "method": "ωB97M-V/def2-TZVPD", "elements": ["C", "C", "C", "C", "C", "H", "H", "H", "H", "H", "H", "H", "H", "H", "F"], "coordinates": [[-1.295, 1.268, -0.975], [-0.210, 1.172, 0.128], [-0.461, 0.036, 1.085], [0.175, -0.859, 0.052], [0.980, 0.370, -0.495], [-1.442, 0.285, -1.545], [-2.263, 1.618, -0.571], [-1.123, 2.023, -1.811], [-0.068, 2.145, 0.557], [0.187, 0.191, 1.875], [-1.438, -0.283, 1.418], [-0.562, -1.081, -0.723], [1.180, 0.393, -1.555], [1.959, 0.438, 0.015], [0.937, -1.961, 0.397]], "atomic_forces_ev_per_a": [[-0.8, 0.3, -1.5], [-0.6, 0.5, -2.4], [-0.8, -1.2, -0.8], [1.3, 0.7, -1.2], [0.1, -0.7, 1.2], [0.0, 1.4, 1.0], [0.3, -0.5, 0.0], [0.5, -0.8, 1.2], [0.4, 0.4, 0.2], [1.3, 0.0, 1.9], [-0.4, 0.4, 0.1], [0.3, -0.9, 0.4], [-0.3, 0.2, -0.4], [-0.6, 0.2, 0.1], [-0.5, 0.0, 0.1]], "lowdin_charge": [-0.087, -0.333, -0.105, -0.332, -0.071, 0.090, 0.073, 0.091, 0.123, 0.097, 0.118, 0.124, 0.099, 0.119, -0.008], "de_lowest_ev": 0.800, "smiles": "C[C@H]1C[C@H](F)C1", "total_charge": 0, "total_energy_ha": -295.7307, "gap_ev": 11.815}


no.,E_HOMO (eV)
1,-16.2
2,-10.7